a) An isolated molecule of C6H14N4O2, computed with wB97M-V/def2-TZVPD.

Positions of all 26 atoms, in Å:
H -3.4156 -0.4135 1.6610
N -2.7294 0.1305 1.2118
C -2.3367 -0.4467 0.1420
N -2.6345 -1.8169 -0.1422
N -1.5641 0.2298 -0.7149
C -0.9697 1.5142 -0.4828
C 0.5031 1.6982 -0.8689
C 1.4907 1.1898 0.2108
C 1.2597 -0.2216 0.7878
N 2.3920 -0.5502 1.5789
C 1.2348 -1.1692 -0.3754
O 0.3969 -2.0464 -0.5641
O 2.3936 -1.1170 -1.0866
H -1.8204 -2.3655 0.1979
H -2.7192 -1.9089 -1.1359
H -1.3620 -0.2027 -1.6102
H -1.6310 2.2542 -1.0820
H -1.0105 1.8780 0.5458
H 0.6811 2.7658 -1.0815
H 0.6489 1.1827 -1.8213
H 1.4732 1.8370 1.0365
H 2.4972 1.1202 -0.2268
H 0.2538 -0.2727 1.2333
H 2.2532 -1.5008 1.9378
H 2.3451 0.0626 2.4068
H 2.3700 -1.8310 -1.7575

As for the spin multiplicity: 1. As for the SMILES: [H]/N=C(\N)NCCC[C@H](N)C(=O)O.

b) A structure of composition C6H14N4O2, computed with wB97M-V/def2-TZVPD.

Positions of all 26 atoms, in Å:
C -2.7481 0.0258 -1.5065
C -2.6033 -0.1134 0.0581
C -0.5907 -0.4913 1.8307
C 0.7973 -1.1262 1.3279
C 2.4973 0.5417 0.1665
C 2.6697 0.9538 -1.4065
H -2.6927 1.2123 -1.9770
H -1.9220 -0.6942 -2.1837
H -3.8274 -0.5235 -1.4313
H -2.8512 -1.3653 0.5488
H -3.4062 0.9353 0.5478
H -0.5258 0.3627 2.6810
H -1.6154 -1.0218 2.2249
H 1.7542 -0.9353 2.1176
H 0.7870 -2.3085 1.3387
H 2.2973 1.3850 0.8506
H 3.2986 0.0484 0.6858
H 2.3398 0.0779 -2.1054
H 3.8656 1.1721 -1.4024
H 1.9978 1.9297 -1.6433
N -1.0215 0.2564 0.4523
N 1.2943 -0.5239 0.1510
N 0.8158 -1.0869 -1.1165
N -0.7868 1.4902 0.0550
O 0.1012 -2.1664 -0.9058
O 0.0753 1.9653 0.6417

As for the spin multiplicity: 1.

Energetically preferred structure: a) | next structure: +0.4649 hartree